Entry w
The following is a DFT calculation (ωB97M-V with the def2-TZVPD basis set) of an isolated molecule of H3N3O2S.

Properties
SMILES string = N/N=[N+](\[O-])OS
E_LUMO = 0.6 eV
HOMO = -8.95 eV

Atoms and positions in Å:
1 N 2.05 -0.45 -0.15
2 N 0.77 -0.65 0.24
3 N -0.16 0.17 -0.04
4 O -0.21 1.31 -0.56
5 O -1.49 -0.50 0.23
6 S -2.80 0.41 -0.01
7 H 2.59 -1.33 -0.28
8 H 2.40 0.49 -0.61
9 H -3.14 0.56 1.19



Entry x
The following is a DFT calculation (ωB97M-V with the def2-TZVPD basis set) of an isolated molecule of H3N3O2S.

Properties
SMILES string = NN(S)[N+](=O)[O-]
E_LUMO = 0.2 eV
HOMO = -9.22 eV

Atoms and positions in Å:
1 N 1.47 -0.17 -0.09
2 N 0.21 0.26 0.07
3 S -0.10 2.04 0.30
4 N -0.93 -0.62 0.18
5 O -0.60 -1.76 0.30
6 O -1.96 -0.07 0.35
7 H 1.60 -0.53 -1.05
8 H 1.53 -1.07 0.58
9 H -1.23 1.92 -0.64



Stability check: which of them is most stable? entry x.



Entry w
The following is a DFT calculation (ωB97M-V with the def2-TZVPD basis set) of an isolated molecule of C2H3F2OP.

Properties
SMILES string = O=C[PH2]=C(F)F
E_LUMO (spin up / spin down) = -0.6 / -0.6 eV
HOMO (spin up / spin down) = -8.45 / -8.45 eV

Atoms and positions in Å:
1 O -2.55 -0.82 -0.12
2 C -1.55 -0.48 0.40
3 P -0.11 0.36 -0.53
4 C 1.47 -0.26 0.34
5 F 2.28 0.89 0.40
6 F 2.19 -1.19 -0.34
7 H -1.19 -0.73 1.46
8 H 0.19 1.59 0.08
9 H -0.73 0.66 -1.69



Entry x
The following is a DFT calculation (ωB97M-V with the def2-TZVPD basis set) of an isolated molecule of C2H3F2OP.

Properties
SMILES string = CC(F)(F)P=O
E_LUMO = -1.0 eV
HOMO = -9.81 eV

Atoms and positions in Å:
1 C -0.94 0.10 -0.04
2 C 0.45 -0.59 -0.05
3 F 0.77 -0.95 1.28
4 F 0.45 -1.72 -0.74
5 P 1.90 0.57 -0.49
6 O 1.40 1.82 -0.09
7 H -1.67 -0.54 0.68
8 H -1.46 0.29 -0.91
9 H -0.90 1.02 0.37



Stability check: which of them is most stable? entry x.



Entry w
The following is a DFT calculation (ωB97M-V with the def2-TZVPD basis set) of an isolated molecule of C3H7FS.

Properties
SMILES string = C[C@@H](S)CF
E_LUMO = 0.8 eV
HOMO = -9.46 eV

Atoms and positions in Å:
1 C -0.85 -0.86 -0.74
2 C -0.28 0.41 -0.24
3 S -1.33 1.24 1.03
4 C 1.11 0.01 0.39
5 F 1.98 -0.40 -0.65
6 H -0.67 -1.39 0.22
7 H -0.01 -1.36 -1.40
8 H -1.83 -0.90 -1.06
9 H 0.05 1.04 -1.09
10 H -0.58 2.19 1.72
11 H 1.49 0.87 0.94
12 H 0.92 -0.86 0.88



Entry x
The following is a DFT calculation (ωB97M-V with the def2-TZVPD basis set) of an isolated molecule of C3H7FS.

Properties
SMILES string = CC[C@@H](F)S
E_LUMO = 0.8 eV
HOMO = -9.08 eV

Atoms and positions in Å:
1 C 1.18 -0.60 0.60
2 C -0.07 0.14 0.91
3 C -0.81 0.79 -0.69
4 F -0.15 1.95 -0.95
5 S -0.55 -0.36 -2.05
6 H 1.19 -1.52 1.26
7 H 1.08 -0.76 -0.51
8 H 2.08 -0.11 0.89
9 H -0.91 -0.33 1.41
10 H 0.04 1.19 1.21
11 H -1.83 1.02 -0.35
12 H -1.27 -1.42 -1.72



Stability check: which of them is most stable? entry w.



Entry w
The following is a DFT calculation (ωB97M-V with the def2-TZVPD basis set) of a 3-piece molecular cluster, CHN3O3S overall.

Properties
E_LUMO = -0.5 eV
HOMO = -11.33 eV

Atoms and positions in Å:
1 C -1.03 -0.46 -0.14
2 N -1.89 0.26 -0.53
3 N 0.33 1.30 2.27
4 N -0.53 1.94 2.07
5 O -0.20 -1.03 0.44
6 O 2.08 0.40 -0.64
7 O 1.66 -1.77 -1.65
8 S 2.04 -1.03 -0.48
9 H -2.46 0.39 -1.33



Entry x
The following is a DFT calculation (ωB97M-V with the def2-TZVPD basis set) of a 2-piece molecular cluster, CHN3O3S overall.

Properties
E_LUMO (spin up / spin down) = -1.7 / -1.6 eV
HOMO (spin up / spin down) = -10.06 / -9.44 eV

Atoms and positions in Å:
1 C 0.57 -1.77 0.00
2 N -0.05 -2.73 0.06
3 N 1.08 0.53 -0.18
4 N -1.55 0.91 0.15
5 O -0.92 0.63 1.11
6 O -2.71 1.08 -0.17
7 O 1.44 -0.87 0.12
8 S 0.39 1.12 -1.48
9 H 1.74 1.09 0.39



Stability check: which of them is most stable? entry w.



Entry w
The following is a DFT calculation (ωB97M-V with the def2-TZVPD basis set) of C7H8N as an isolated structure.

Properties
E_LUMO (spin up / spin down) = -5.6 / -5.6 eV
Net charge = +1
HOMO (spin up / spin down) = -13.57 / -13.57 eV

Atoms and positions in Å:
1 C 1.09 -1.43 -0.07
2 C 2.34 -1.15 -0.03
3 C -3.45 -0.15 0.03
4 C -2.11 -0.10 0.13
5 C -1.28 -1.14 -0.24
6 C 2.20 0.08 0.48
7 C 2.59 1.27 -0.30
8 N -0.04 -0.99 0.04
9 H -4.19 0.52 0.27
10 H -3.81 -1.01 -0.37
11 H -1.51 0.78 0.67
12 H -1.62 -2.00 -0.65
13 H 2.05 0.37 1.61
14 H 1.87 2.19 -0.11
15 H 2.30 1.22 -1.38
16 H 3.56 1.53 -0.06



Entry x
The following is a DFT calculation (ωB97M-V with the def2-TZVPD basis set) of an isolated ion of composition C7H8N and charge +1.

Properties
SMILES string = C=CC#CC[N+]#CC
E_LUMO = -3.8 eV
Net charge = +1
HOMO = -12.67 eV

Atoms and positions in Å:
1 C 1.38 -3.09 1.86
2 C 0.92 -1.85 1.73
3 C 0.97 -1.10 0.54
4 C 1.01 -0.41 -0.44
5 C 0.90 0.44 -1.62
6 N -0.21 1.26 -1.42
7 C -1.14 1.82 -1.01
8 C -2.26 2.51 -0.54
9 H 1.30 -3.61 2.80
10 H 1.84 -3.62 1.05
11 H 0.46 -1.33 2.56
12 H 1.79 1.06 -1.76
13 H 0.73 -0.16 -2.53
14 H -3.18 2.00 -0.86
15 H -2.28 3.53 -0.93
16 H -2.24 2.55 0.55



Stability check: which of them is most stable? entry x.



Entry w
The following is a DFT calculation (ωB97M-V with the def2-TZVPD basis set) of a 3-piece molecular cluster, C2H13N2O2 overall.

Properties
E_LUMO = -3.0 eV
Net charge = +1
HOMO = -13.64 eV

Atoms and positions in Å:
1 C 1.05 2.64 0.80
2 N 1.24 1.67 1.84
3 C 0.36 2.02 -0.45
4 N -0.59 0.97 -0.03
5 H 0.49 3.50 1.17
6 H 1.96 3.09 0.42
7 H 0.73 1.87 2.68
8 H 2.19 1.40 2.04
9 H -0.14 2.84 -0.97
10 H 1.10 1.61 -1.13
11 H -0.65 0.17 -0.71
12 H -1.54 1.32 -0.11
13 H -0.40 0.71 0.96
14 H -1.67 -6.58 0.66
15 H -1.60 -6.64 -0.84
16 O -1.07 -6.38 -0.07
17 H -0.68 -1.25 -2.82
18 H -0.21 -1.90 -1.57
19 O -0.56 -1.05 -1.88



Entry x
The following is a DFT calculation (ωB97M-V with the def2-TZVPD basis set) of a 3-piece molecular cluster, C2H13N2O2 overall.

Properties
E_LUMO = -2.9 eV
Net charge = +1
HOMO = -14.25 eV

Atoms and positions in Å:
1 C -0.65 -1.77 0.17
2 N 0.75 -1.94 0.77
3 C -1.00 -0.30 0.38
4 N 0.14 0.54 -0.04
5 H -0.57 -2.12 -0.85
6 H -1.32 -2.43 0.70
7 H 1.27 -2.54 0.15
8 H 0.64 -2.49 1.61
9 H -1.90 0.01 -0.15
10 H -1.16 -0.21 1.45
11 H -0.09 1.53 0.05
12 H 0.42 0.45 -1.02
13 H 0.92 0.26 0.55
14 H 2.48 0.83 -2.97
15 H 1.08 0.17 -2.95
16 O 1.71 0.64 -2.41
17 H -0.68 2.53 2.01
18 H -1.36 3.75 1.35
19 O -0.68 3.08 1.20



Stability check: which of them is most stable? entry x.



Entry w
The following is a DFT calculation (ωB97M-V with the def2-TZVPD basis set) of an isolated molecule of C2H4BrCl.

Properties
SMILES string = ClCCBr
E_LUMO = 0.7 eV
HOMO = -10.39 eV

Atoms and positions in Å:
1 Cl 0.31 2.14 0.11
2 C 0.70 0.42 -0.10
3 C -0.66 -0.33 0.15
4 Br -0.41 -2.14 -0.68
5 H 1.10 0.15 -1.12
6 H 1.43 0.16 0.80
7 H -1.60 -0.05 -0.40
8 H -0.88 -0.35 1.24



Entry x
The following is a DFT calculation (ωB97M-V with the def2-TZVPD basis set) of a 2-piece molecular cluster, C2H4BrCl overall.

Properties
E_LUMO = 0.7 eV
HOMO = -9.03 eV

Atoms and positions in Å:
1 C 0.81 -0.83 0.08
2 C -0.65 0.75 0.03
3 Cl -2.05 -0.07 0.57
4 Br -0.60 1.35 -1.78
5 H 1.73 -0.18 -0.04
6 H 0.64 -1.05 1.14
7 H 0.45 -1.38 -0.78
8 H -0.33 1.41 0.78



Stability check: which of them is most stable? entry w.



Entry w
The following is a DFT calculation (ωB97M-V with the def2-TZVPD basis set) of an isolated molecule of H3N2O2P.

Properties
SMILES string = NP[N+](=O)[O-]
E_LUMO = 0.3 eV
HOMO = -10.25 eV

Atoms and positions in Å:
1 N 0.43 0.23 0.02
2 P -0.22 -0.75 -1.13
3 N -1.28 0.61 -1.70
4 O -0.90 1.72 -1.41
5 O -2.36 0.36 -2.21
6 H 0.14 1.11 0.32
7 H 1.43 0.04 0.14
8 H -1.46 -1.14 -0.58



Entry x
The following is a DFT calculation (ωB97M-V with the def2-TZVPD basis set) of H3N2O2P as an isolated structure.

Properties
E_LUMO (spin up / spin down) = -1.2 / -1.2 eV
HOMO (spin up / spin down) = -9.97 / -9.98 eV

Atoms and positions in Å:
1 N 1.70 0.29 -0.02
2 N -1.27 0.12 0.00
3 O -1.12 1.25 -0.37
4 O -2.25 -0.30 0.58
5 P -0.07 -1.18 -0.43
6 H 1.01 1.16 0.13
7 H 2.26 0.52 -0.85
8 H -0.25 -1.86 0.96



Stability check: which of them is most stable? entry w.



Entry w
The following is a DFT calculation (ωB97M-V with the def2-TZVPD basis set) of a 2-piece molecular cluster, C5H13N2S overall.

Properties
E_LUMO = -4.2 eV
Net charge = +1
HOMO = -13.10 eV

Atoms and positions in Å:
1 C 0.89 -2.84 2.31
2 C 1.30 -2.75 0.96
3 C 0.12 1.67 -2.17
4 C -2.17 1.05 -0.30
5 C 0.34 1.47 -0.78
6 N 1.32 1.93 -0.14
7 N -0.68 0.80 -0.02
8 S 0.96 -1.68 -0.23
9 H 1.05 -1.89 2.85
10 H 1.41 -3.55 2.93
11 H 2.08 -3.44 0.63
12 H -0.25 0.71 -2.67
13 H 0.99 2.07 -2.81
14 H -0.66 2.47 -2.29
15 H -2.18 2.11 -0.01
16 H -2.41 0.86 -1.30
17 H -2.88 0.49 0.22
18 H 1.93 2.54 -0.61
19 H -0.27 -2.95 2.30
20 H -0.63 1.18 1.01
21 H -0.25 -0.25 0.13



Entry x
The following is a DFT calculation (ωB97M-V with the def2-TZVPD basis set) of an isolated ion of composition C5H13N2S and charge +1.

Properties
E_LUMO (spin up / spin down) = -3.8 / -3.8 eV
Net charge = +1
HOMO (spin up / spin down) = -11.78 / -11.78 eV

Atoms and positions in Å:
1 C 0.26 -1.68 0.03
2 C -1.27 -1.31 0.12
3 C -0.33 0.43 1.37
4 C -1.71 1.04 -0.54
5 C 2.79 1.11 -0.89
6 N 0.97 -0.46 -0.05
7 N -1.44 0.04 0.60
8 S 2.56 -0.30 0.25
9 H 0.57 -2.41 0.70
10 H 0.42 -2.16 -0.93
11 H -1.87 -1.53 -0.81
12 H -1.66 -1.88 1.01
13 H -0.06 -0.38 2.17
14 H -0.27 1.51 1.51
15 H -0.80 0.98 -1.07
16 H -2.65 0.78 -1.20
17 H -1.78 2.12 -0.25
18 H 3.67 0.87 -1.52
19 H 3.02 2.11 -0.44
20 H 1.80 1.04 -1.33
21 H -2.23 0.08 1.28



Stability check: which of them is most stable? entry w.



Entry w
The following is a DFT calculation (ωB97M-V with the def2-TZVPD basis set) of an isolated ion of composition C4H9N2O and charge +1.

Properties
Expectation value of S² = 2.0061
E_LUMO (spin up / spin down) = -2.8 / -8.5 eV
Net charge = +1
Multiplicity = 3
HOMO (spin up / spin down) = -8.11 / -15.44 eV

Atoms and positions in Å:
1 C -0.49 -1.22 -0.48
2 C -0.18 0.01 1.62
3 C 0.62 -0.29 -1.03
4 C 1.24 0.70 -0.14
5 N 0.07 1.08 -1.18
6 N -1.16 -0.23 0.54
7 O 0.90 0.89 1.17
8 H -1.12 -1.31 -1.29
9 H -0.19 -2.14 0.02
10 H -0.54 0.56 2.43
11 H 0.36 -0.84 2.23
12 H 1.19 -0.62 -1.82
13 H 2.09 1.19 -0.38
14 H 0.22 1.79 -1.91
15 H -0.84 0.89 -0.60
16 H -2.16 -0.47 0.82



Entry x
The following is a DFT calculation (ωB97M-V with the def2-TZVPD basis set) of an isolated ion of composition C4H9N2O and charge +1.

Properties
Expectation value of S² = 2.0195
E_LUMO (spin up / spin down) = -3.3 / -8.4 eV
Net charge = +1
Multiplicity = 3
HOMO (spin up / spin down) = -11.39 / -14.89 eV

Atoms and positions in Å:
1 C 2.29 -0.74 1.06
2 C 0.09 -0.22 0.29
3 C -2.04 0.88 0.97
4 C 0.26 -0.13 -2.37
5 N 1.20 -0.82 0.48
6 N -0.76 0.16 1.24
7 O -0.34 0.12 -1.10
8 H 2.98 -1.63 1.16
9 H 2.84 0.10 1.55
10 H -2.19 1.64 1.65
11 H -2.85 0.12 1.11
12 H -2.03 1.04 -0.05
13 H -0.05 -1.09 -2.88
14 H 1.33 -0.23 -2.40
15 H -0.17 0.75 -2.88
16 H -0.56 0.05 2.19



Stability check: which of them is most stable? entry x.



Entry w
The following is a DFT calculation (ωB97M-V with the def2-TZVPD basis set) of a 2-piece molecular cluster, C5H12N3O overall.

Properties
E_LUMO = -3.3 eV
Net charge = +1
HOMO = -12.40 eV

Atoms and positions in Å:
1 C -0.36 -0.80 0.31
2 C -1.33 0.35 0.68
3 C -0.83 -1.86 -0.29
4 C -0.81 1.40 1.60
5 C 1.15 -0.89 -2.15
6 N 2.05 -1.56 -1.69
7 N 0.40 0.08 -2.33
8 N 0.50 1.87 1.07
9 O 0.92 -0.60 0.61
10 H -1.64 0.67 -0.32
11 H -2.25 -0.20 1.01
12 H -0.23 -2.76 -0.50
13 H -1.82 -2.07 -0.56
14 H -1.39 2.36 1.59
15 H -0.48 1.02 2.64
16 H 2.82 -2.08 -1.94
17 H 1.60 -1.14 0.01
18 H 0.25 2.51 0.23
19 H -0.60 0.20 -2.53
20 H 1.03 2.41 1.80
21 H 1.06 1.09 0.76



Entry x
The following is a DFT calculation (ωB97M-V with the def2-TZVPD basis set) of an isolated ion of composition C5H12N3O and charge +1.

Properties
SMILES string = COC1=N[N@@H+](C)CN1C
E_LUMO = -2.8 eV
Net charge = +1
HOMO = -12.74 eV

Atoms and positions in Å:
1 C 1.54 -2.91 -0.13
2 O 0.98 -1.80 -0.92
3 C 0.18 -0.90 -0.34
4 N -0.52 -0.94 1.18
5 N -1.01 0.42 1.28
6 C -0.19 1.29 2.04
7 C -1.11 0.96 -0.15
8 N -0.26 0.15 -0.95
9 C 0.07 0.58 -2.31
10 H 0.75 -3.62 0.18
11 H 2.14 -2.65 0.73
12 H 2.03 -3.37 -1.05
13 H -1.90 0.30 1.70
14 H 0.72 1.52 1.63
15 H -0.61 2.33 2.21
16 H -0.05 0.91 3.03
17 H -0.76 1.91 -0.18
18 H -2.19 0.94 -0.46
19 H -0.46 1.58 -2.31
20 H 1.14 0.83 -2.60
21 H -0.29 -0.27 -2.91



Stability check: which of them is most stable? entry w.



Entry w
The following is a DFT calculation (ωB97M-V with the def2-TZVPD basis set) of an isolated ion of composition CH3N4 and charge +1.

Properties
SMILES string = [H]/N=N/N=C=[NH2+]
E_LUMO = -5.7 eV
Net charge = +1
HOMO = -15.29 eV

Atoms and positions in Å:
1 H -0.17 2.67 -2.06
2 N -0.36 1.81 -1.48
3 N 0.56 1.44 -0.79
4 N 0.44 0.27 -0.29
5 C -0.01 -0.61 0.39
6 N -0.05 -1.68 1.16
7 H 0.61 -1.85 1.95
8 H -1.03 -2.04 1.11



Entry x
The following is a DFT calculation (ωB97M-V with the def2-TZVPD basis set) of CH3N4 as an isolated structure.

Properties
E_LUMO = -6.7 eV
Net charge = +1
HOMO = -16.59 eV

Atoms and positions in Å:
1 C 0.06 0.24 0.27
2 N 1.30 0.88 -0.01
3 N 1.74 -0.26 -0.32
4 N 0.77 -1.04 0.21
5 N -1.14 0.60 0.04
6 H 0.52 -1.98 -0.09
7 H -1.33 1.60 -0.11
8 H -1.93 -0.04 0.00



Stability check: which of them is most stable? entry x.